C3H6O2 | ωB97M-V with the def2-TZVPD basis set

The value obtained for the HOMO-LUMO gap is 9.0 eV. For the energy relative to the best compared isomer or geometry (same formula, charge and spin), the calculation gives 4.0093 eV. The charge is 0. As for the strongest force on any atom: 6.7 eV/Å. The value obtained for the LUMO energy is 0.461 eV. The SMILES is C=CO.C=O.

Each line ends with the Löwdin charge.
Geometry (Å):
H  1.32  -1.25  2.14  0.02
C  -2.75  0.05  -1.78  -0.06
C  1.33  0.43  0.83  -0.30
H  -3.46  -0.57  -2.16  0.04
H  2.67  -0.07  2.50  0.07
H  -3.11  0.68  -0.97  0.08
O  -1.52  -0.18  -1.78  -0.04
H  1.66  1.45  0.81  0.09
C  1.82  -0.38  1.82  0.01
O  0.77  -0.09  -0.26  -0.07
H  1.26  -0.07  -1.16  0.16



C22H42N3O3PtSSi2Te | ωB97M-V with the def2-TZVPD basis set

The value obtained for the HOMO-LUMO gap is 6.9 eV. For the energy relative to the best compared isomer or geometry (same formula, charge and spin), the calculation gives 0.0000 eV. The charge is +3. As for the strongest force on any atom: 0.8 eV/Å. The value obtained for the LUMO energy is -10.231 eV.

Each line ends with the Löwdin charge.
Geometry (Å):
H  1.21  -3.39  -3.47  0.02
Te  -0.48  -0.44  -1.36  1.88
C  -0.85  2.30  4.53  -0.01
C  3.53  -0.31  -2.73  -0.04
H  2.36  -3.64  1.82  0.08
Si  -1.25  -3.00  -3.65  0.47
H  3.52  -1.27  -3.24  0.15
H  -3.15  3.52  -3.55  0.05
H  0.30  -4.51  -2.42  0.04
H  1.12  -2.76  3.77  0.12
H  -1.61  -2.77  -1.13  0.03
C  -1.44  1.49  3.54  -0.17
H  5.13  0.76  0.06  0.11
H  -4.31  1.76  -1.26  0.05
N  1.52  -0.19  3.76  0.09
H  4.17  -1.26  -0.87  0.13
C  -1.33  1.04  -2.55  -0.43
C  -1.62  -2.05  -1.95  -0.46
H  -3.26  1.11  0.00  0.02
C  -1.61  2.71  5.61  -0.03
H  3.48  -0.84  4.01  0.09
C  2.12  0.08  -2.34  -0.60
H  -2.76  4.77  -2.37  0.06
H  -2.90  -4.75  -3.00  0.05
N  0.73  1.44  2.32  0.06
C  -2.76  -4.06  -3.83  -0.16
C  2.48  -1.19  4.28  -0.15
H  -0.97  -2.22  -5.93  0.06
H  -3.23  0.49  2.89  0.13
H  0.57  -0.27  4.12  0.17
H  -0.99  3.53  0.49  0.05
H  -1.16  3.33  6.38  0.13
H  0.18  2.61  4.45  0.12
H  -4.57  1.23  4.83  0.13
H  0.94  2.37  1.96  0.12
H  4.63  1.64  -1.22  0.14
C  -2.38  3.86  -2.85  -0.15
C  4.44  -0.42  -1.50  -0.15
C  -0.70  1.03  2.39  -0.37
O  -1.09  0.33  1.49  0.01
C  -2.94  2.32  5.72  0.00
O  1.19  -0.79  -2.51  -0.23
H  0.07  2.27  -0.17  -0.06
O  1.87  1.21  -1.86  -0.16
C  -0.58  3.11  -0.43  -0.17
C  1.75  0.75  2.88  -0.72
H  -2.62  -1.63  -2.05  0.04
H  0.36  -4.76  -4.16  0.05
C  -1.09  -1.71  -4.97  -0.17
H  -0.24  -1.04  -4.86  0.02
Si  -2.00  2.58  -1.58  0.46
C  0.30  -3.99  -3.39  -0.16
N  4.40  0.82  -0.65  -0.07
C  -3.47  1.99  -0.60  -0.16
H  -2.11  0.54  -3.12  0.03
H  -0.54  1.35  -3.24  0.05
H  -3.52  2.64  6.57  0.13
H  -1.49  4.14  -3.42  0.05
H  2.68  -3.31  4.31  0.13
H  3.71  -2.57  2.15  0.08
H  -3.67  -3.46  -3.95  0.05
H  0.04  3.88  -0.90  0.05
C  2.19  -2.56  3.69  -0.21
H  5.47  -0.55  -1.83  0.15
H  -2.66  -4.66  -4.74  0.06
C  -2.79  1.11  3.65  0.01
C  2.63  -2.67  2.23  -0.10
S  3.34  1.17  2.30  0.73
H  2.16  -1.90  1.61  0.04
H  3.90  0.44  -3.42  0.15
H  2.41  -1.18  5.36  0.14
H  -2.00  -1.10  -5.07  0.04
H  -3.81  2.77  0.08  0.05
C  -3.53  1.52  4.74  -0.02
Pt  2.59  1.19  0.15  0.83



C16H16N2O3S | ωB97M-V with the def2-TZVPD basis set

The value obtained for the HOMO-LUMO gap is 9.0 eV. For the energy relative to the best compared isomer or geometry (same formula, charge and spin), the calculation gives 16.1866 eV. The charge is 0. As for the strongest force on any atom: 18.9 eV/Å. The value obtained for the LUMO energy is 0.011 eV.

Each line ends with the Löwdin charge.
Geometry (Å):
C  -2.15  -1.16  1.93  -0.45
C  2.58  2.50  -2.43  -0.07
H  -2.86  -2.61  0.01  0.07
H  0.47  1.79  -2.25  0.12
H  1.72  0.68  -1.63  0.12
N  0.18  0.81  2.22  0.16
C  1.45  1.70  -1.79  -0.22
H  3.70  2.16  -1.85  0.17
C  1.21  1.43  2.85  -0.53
C  2.13  2.04  0.57  -0.66
H  -1.86  0.80  -1.03  0.10
C  -0.86  -2.34  -3.15  -0.07
H  -2.50  -4.79  -1.37  0.18
C  -1.93  -0.07  -0.43  -0.04
C  1.66  1.02  3.90  -0.26
H  2.61  3.06  2.38  0.13
O  1.47  2.29  -0.51  -0.04
H  -1.41  -1.72  3.75  0.13
S  0.61  -0.32  4.77  1.04
C  -1.78  -1.52  -1.21  -0.22
H  1.02  3.38  1.66  0.18
C  -2.08  0.05  0.76  -0.02
C  1.77  2.48  1.97  -0.02
H  2.29  3.72  -2.45  0.16
H  -0.52  -0.52  -2.54  -0.04
C  -0.27  -0.17  3.31  -0.48
C  -2.33  -2.55  -0.85  -0.02
C  -1.37  -3.44  -2.75  -0.28
C  -1.12  -1.10  -2.34  0.04
H  2.46  1.36  4.49  0.07
H  -0.23  -2.27  -4.18  0.15
H  -2.17  0.86  1.39  0.08
O  3.00  1.39  0.43  0.20
H  2.61  1.98  -3.28  -0.01
O  -3.10  -1.85  1.96  0.10
C  -1.92  -3.75  -1.69  -0.05
N  -1.48  -0.98  3.06  0.09
H  -1.00  -4.34  -3.67  0.19



CH9NO2 | ωB97M-V with the def2-TZVPD basis set

The value obtained for the HOMO-LUMO gap is 9.2 eV. For the energy relative to the best compared isomer or geometry (same formula, charge and spin), the calculation gives 3.6655 eV. The charge is 0. As for the strongest force on any atom: 4.5 eV/Å. The value obtained for the LUMO energy is -1.280 eV.

Each line ends with the Löwdin charge.
Geometry (Å):
H  0.65  1.39  -0.72  0.08
H  -0.66  1.47  -1.94  0.06
H  0.92  -2.34  1.21  0.03
H  -1.30  0.33  0.02  0.29
H  -0.48  1.33  2.14  0.00
H  0.05  -1.39  0.35  -0.04
H  -0.69  -1.05  -1.86  0.07
O  0.32  0.89  2.43  -0.08
O  0.20  -1.72  1.28  -0.11
H  0.28  0.01  2.00  -0.02
H  0.85  0.77  -2.31  0.06
N  -0.24  -0.53  -1.07  -0.05
C  0.10  0.83  -1.52  -0.28



C29H24F3N2O6PS3V | ωB97M-V with the def2-TZVPD basis set

The value obtained for the HOMO-LUMO gap (alpha / beta) is 5.1 / 6.1 eV. For the energy relative to the best compared isomer or geometry (same formula, charge and spin), the calculation gives 0.0000 eV. The charge is +2. As for the multiplicity: 2. As for the strongest force on any atom: 0.6 eV/Å. The value obtained for the LUMO energy (alpha / beta) is -8.470 / -7.429 eV.

Each line ends with the Mulliken spin population.
Geometry (Å):
H  -1.51  -1.69  -5.47  0.00
O  -1.48  0.38  0.36  -0.05
H  -1.83  -8.16  -0.87  0.00
S  1.81  -0.14  -1.05  0.00
O  -3.64  1.07  -1.06  0.00
O  0.48  -0.72  -1.39  0.00
S  1.90  -1.05  3.35  -0.02
C  2.84  -1.64  -0.77  0.00
C  -2.53  -1.45  -3.60  0.00
O  2.43  0.74  -1.95  0.00
O  1.59  0.30  0.39  -0.01
C  1.59  0.16  5.73  0.00
C  -5.87  -3.29  0.31  0.00
C  -5.37  2.14  0.10  0.00
C  -1.83  -6.04  -0.56  0.00
F  2.97  -2.34  -1.87  0.00
C  -3.49  -3.05  0.53  0.00
C  -1.60  -2.04  -4.44  0.00
H  -3.41  -1.45  -1.65  0.00
C  -3.65  -2.39  1.74  0.00
H  -7.03  -2.45  1.91  0.00
C  -6.03  -2.62  1.52  0.00
C  -0.78  -3.06  -3.99  0.00
C  -5.91  2.67  1.25  0.00
H  -3.39  2.04  3.41  0.00
H  1.21  -0.70  6.27  0.00
H  3.22  0.66  4.37  0.00
H  -6.89  3.12  1.21  0.00
H  -5.07  -1.65  3.17  0.00
H  -4.47  -4.01  -1.14  0.00
V  -0.12  -0.75  0.57  1.22
C  -0.27  -5.22  1.10  0.00
H  -2.60  -5.86  -1.30  0.00
H  -5.89  2.16  -0.84  0.00
H  -6.73  -3.64  -0.24  0.00
H  -0.25  -4.31  -2.32  0.00
C  -1.83  -2.92  -1.84  0.00
H  0.93  -6.71  2.07  0.00
C  -4.60  -3.51  -0.19  0.00
H  -0.06  -3.52  -4.66  0.00
H  1.92  0.92  6.44  0.00
C  -0.40  -7.57  0.62  0.00
C  -1.26  -4.99  0.16  0.00
H  -2.69  0.90  -1.01  0.00
S  0.20  0.87  4.78  -0.02
F  4.01  -1.32  -0.26  0.00
C  -5.20  2.65  2.45  0.00
H  3.41  -0.91  5.20  0.00
H  -5.63  3.09  3.34  0.00
H  0.16  -4.40  1.66  0.00
C  -0.89  -3.51  -2.68  0.00
C  2.69  -0.21  4.76  0.00
C  -1.40  -7.34  -0.32  0.00
C  -3.39  1.51  1.34  0.00
C  -2.66  -1.89  -2.30  0.00
H  -0.07  -8.58  0.80  0.00
C  -3.96  2.07  2.49  0.00
N  -1.52  0.62  2.60  -0.02
P  -1.86  -3.34  -0.12  -0.01
C  0.16  -6.52  1.33  0.00
H  -3.18  -0.66  -3.97  0.00
C  -4.93  -2.17  2.23  0.00
C  -4.10  1.56  0.12  0.00
F  2.14  -2.37  0.14  0.00
H  -2.79  -2.05  2.31  0.00
C  -2.12  0.84  1.47  -0.01
N  -0.36  -0.08  2.38  -0.07
C  0.49  -0.09  3.41  -0.02
O  -0.88  -2.37  0.67  0.01



C8H17N3O | ωB97M-V with the def2-TZVPD basis set

The value obtained for the HOMO-LUMO gap is 9.3 eV. For the energy relative to the best compared isomer or geometry (same formula, charge and spin), the calculation gives 1.7988 eV. The charge is 0. As for the strongest force on any atom: 1.3 eV/Å. The value obtained for the LUMO energy is 0.677 eV. The SMILES is NC[C@H]1C[C@H]1O.[H]/N=C\NC(=C)C.

Each line ends with the Löwdin charge.
Geometry (Å):
C  -2.03  -0.02  -0.04  -0.08
H  -2.08  -0.02  -1.15  0.13
H  -5.17  -2.08  0.38  0.06
H  3.45  1.57  -1.11  0.09
H  -1.21  -0.61  0.39  0.07
H  -2.21  2.72  -0.51  0.10
H  6.18  0.65  0.92  0.06
H  2.29  -0.42  -1.57  0.11
H  4.38  0.30  -1.99  0.08
N  3.11  -0.68  0.33  0.04
H  -4.20  -1.99  -0.95  0.07
H  5.25  1.57  -1.07  0.09
N  -4.97  -1.53  -0.46  -0.01
C  5.29  0.01  1.03  0.03
H  2.89  -1.02  1.25  0.14
C  -2.50  1.20  0.65  -0.36
C  4.30  0.06  0.14  -0.41
C  4.35  0.93  -1.09  -0.06
H  -2.02  1.51  1.58  0.14
C  2.08  -0.81  -0.59  -0.29
N  0.92  -1.29  -0.35  0.07
O  -2.97  2.25  -0.14  -0.02
C  -3.34  -0.04  0.71  -0.24
C  -4.64  -0.17  -0.08  -0.27
H  -4.55  0.44  -1.00  0.12
H  0.91  -1.58  0.64  0.04
H  -3.35  -0.59  1.66  0.14
H  5.30  -0.61  1.92  0.05
H  -5.47  0.24  0.49  0.11



The lowest strongest force on any atom belongs to which entry? C29H24F3N2O6PS3V